This record from OMol25 describes an isolated molecule of C4H5NO2. The level of theory is the ωB97M-V functional and the def2-TZVPD basis.

Geometry (Å):
C 1.897 0.625 0.222
C 0.475 0.132 0.046
C -0.571 0.945 0.279
O -1.728 0.273 0.038
C -1.334 -0.947 -0.330
O -2.456 -1.656 -0.568
N -0.033 -1.128 -0.362
H 2.664 -0.144 0.334
H 2.198 1.281 -0.606
H 1.923 1.241 1.131
H -0.677 1.962 0.607
H -2.359 -2.585 -0.792

The energy relative to the best compared isomer or geometry (same formula, charge and spin) comes out at 20.3 kcal/mol. The calculation puts the LUMO energy at 0.71 eV. For the HOMO energy, the calculation gives -0.3190 hartree. The frontier orbital gap is 9.39 eV. As for the SMILES: Cc1coc(O)n1.



This record from OMol25 describes a cluster of 2 separate species, C5H10N2O2 in total. The level of theory is the ωB97M-V functional and the def2-TZVPD basis.

Geometry (Å):
H -1.968 -1.789 -1.896
N -1.088 -1.288 -1.749
C -1.132 -0.450 -0.798
C -2.293 -0.200 0.117
C 0.024 0.900 -1.091
O -0.259 1.950 -0.576
H -2.329 0.845 0.423
H -2.136 -0.818 1.007
H -3.236 -0.527 -0.323
H 0.278 0.740 -2.144
H 1.175 -2.394 0.829
N 0.517 -1.768 1.282
C 0.505 -0.582 0.905
O 1.556 0.095 -0.025
C 2.416 1.078 0.561
H 0.019 0.256 1.397
H 2.997 1.534 -0.242
H 1.852 1.850 1.087
H 3.101 0.569 1.237

The energy relative to the best compared isomer or geometry (same formula, charge and spin) comes out at 117.8 kcal/mol. The calculation puts the LUMO energy at 0.46 eV. For the HOMO energy, the calculation gives -0.3237 hartree. The frontier orbital gap is 9.27 eV. As for the SMILES: [H]/N=C(\C)C=O.[H]/N=C\OC.



This record from OMol25 describes a structure of composition C22H26Cl3MnNO. The level of theory is the ωB97M-V functional and the def2-TZVPD basis.

Geometry (Å):
C -0.013 2.926 -1.774
C -0.518 3.552 -0.595
C -1.895 3.205 -0.473
C 0.242 4.351 0.367
C -2.230 2.350 -1.564
C -1.081 2.214 -2.388
C -1.000 1.428 -3.634
C 1.371 3.000 -2.265
C -2.780 3.577 0.643
C -3.496 1.606 -1.710
Mn 0.626 0.069 0.398
Cl 0.542 2.766 3.312
Cl 2.414 1.375 0.713
Cl -1.364 0.518 1.342
H 1.303 4.370 0.110
H 0.185 3.875 1.372
H -0.156 5.376 0.450
H -2.215 3.592 1.583
H -3.608 2.866 0.738
H -3.216 4.576 0.493
H -3.790 1.171 -0.745
H -3.373 0.787 -2.423
H -4.318 2.245 -2.064
H -1.720 0.605 -3.619
H -0.002 0.993 -3.743
H -1.208 2.045 -4.525
H 2.071 2.987 -1.425
H 1.516 3.913 -2.861
H 1.596 2.128 -2.882
O 0.551 -0.208 -1.452
H 0.230 -1.100 -1.683
C 4.016 -4.119 -0.747
C 4.080 -2.723 -0.674
C 2.981 -1.989 -0.268
C 1.811 -2.638 0.192
C 1.725 -4.046 0.049
C 2.819 -4.776 -0.418
N 0.810 -1.896 0.788
C 0.042 -2.376 1.848
C -1.328 -2.660 1.660
C -2.074 -3.210 2.691
C -1.476 -3.479 3.932
C -0.138 -3.126 4.151
C 0.603 -2.543 3.130
H 4.889 -4.698 -1.036
H 5.000 -2.193 -0.929
H 3.012 -0.900 -0.214
H 0.794 -4.534 0.344
H 2.733 -5.854 -0.511
H -1.765 -2.435 0.691
H -3.129 -3.438 2.520
H -2.044 -3.982 4.715
H 0.333 -3.309 5.115
H 1.641 -2.235 3.272

The calculation puts the LUMO energy (spin up / spin down) at 4.86 / 4.67 eV. The multiplicity is 4. For the HOMO energy (spin up / spin down), the calculation gives -0.0444 / -0.0443 hartree. The frontier orbital gap (spin up / spin down) is 6.06 / 5.88 eV. Its expectation value of S² is 4.162. Its total charge is -2.



This record from OMol25 describes a cluster of 2 separate species, C6H14N2O2 in total. The level of theory is the ωB97M-V functional and the def2-TZVPD basis.

Geometry (Å):
C -2.361 0.654 1.706
N -1.065 1.276 1.972
C -0.191 1.506 0.955
C 1.255 1.812 1.253
O -0.578 1.482 -0.211
H -3.148 1.285 2.130
H -2.534 0.409 0.672
H -2.456 -0.205 2.377
H -0.780 1.286 2.938
H 1.914 1.789 0.391
H 1.157 2.894 1.453
H 1.785 1.151 1.943
C -0.910 -2.047 -0.567
N 0.068 -1.143 -1.213
C 1.218 -1.621 -1.789
C 2.051 -0.454 -2.324
O 1.415 -2.808 -1.932
H -0.806 -1.783 0.478
H -1.919 -1.874 -0.925
H -0.603 -3.064 -0.800
H -0.140 -0.148 -1.158
H 2.708 -0.777 -3.129
H 1.316 0.275 -2.654
H 2.604 0.103 -1.566

The energy relative to the best compared isomer or geometry (same formula, charge and spin) comes out at 23.6 kcal/mol. The calculation puts the LUMO energy at 0.61 eV. For the HOMO energy, the calculation gives -0.3322 hartree. The frontier orbital gap is 9.64 eV. As for the SMILES: CNC(C)=O.CNC(C)=O.



This record from OMol25 describes an isolated molecule of C22H14F5N3O4. The level of theory is the ωB97M-V functional and the def2-TZVPD basis.

Geometry (Å):
C -1.634 0.879 -3.902
C -0.839 0.491 -2.693
O 0.233 0.971 -2.310
N -1.610 -0.465 -2.047
C -2.931 -0.460 -2.552
O -3.889 -1.022 -2.064
O -2.945 0.299 -3.694
H -1.677 1.973 -3.971
H -1.163 0.492 -4.820
C -2.903 2.815 2.895
N -1.481 2.662 2.645
C -0.537 3.573 3.104
C 0.673 3.142 2.687
N 0.469 1.957 1.994
C 1.543 1.150 1.495
C 2.366 1.661 0.501
F 2.098 2.890 -0.001
C 3.380 0.879 -0.048
F 4.172 1.362 -1.029
C 3.537 -0.433 0.401
F 4.472 -1.225 -0.166
C 2.708 -0.961 1.396
F 2.817 -2.259 1.756
C 1.724 -0.151 1.952
F 0.897 -0.625 2.914
C -0.852 1.682 1.942
C -1.489 0.485 1.322
C -0.827 0.004 0.152
C -1.319 -1.031 -0.728
C -0.279 -2.147 -0.909
C -0.553 -3.465 -0.545
C 0.361 -4.467 -0.876
C 1.530 -4.154 -1.574
C 1.827 -2.825 -1.858
C 0.940 -1.816 -1.480
O -2.541 0.005 1.803
H -3.432 1.928 2.546
H -3.063 2.947 3.971
H -3.275 3.709 2.380
H -0.800 4.437 3.685
H 1.660 3.539 2.835
H 0.117 0.455 -0.147
H -2.253 -1.460 -0.357
H -1.501 -3.677 -0.040
H 0.150 -5.497 -0.603
H 2.215 -4.938 -1.896
H 2.727 -2.538 -2.391
H 1.174 -0.772 -1.675

The calculation puts the LUMO energy at 0.08 eV. For the HOMO energy, the calculation gives -0.2566 hartree. The frontier orbital gap is 7.06 eV.



This record from OMol25 describes a cluster of 6 separate species, C7H24FN14O7S in total. The level of theory is the ωB97M-V functional and the def2-TZVPD basis.

Geometry (Å):
O 0.007 3.839 -0.190
S 0.314 2.559 -0.751
O 1.460 2.493 -1.591
F -0.960 2.113 -1.639
N 0.416 1.359 0.406
C 0.733 1.552 1.709
N 0.776 0.501 2.576
C 1.099 1.116 3.765
N 1.229 2.440 3.584
N 1.029 2.732 2.295
H 0.187 0.391 0.122
H 1.236 0.600 4.736
H 1.447 3.147 4.291
H 1.111 3.684 1.944
C -2.139 -2.096 3.901
O -2.383 -1.271 4.770
N -1.522 -1.766 2.735
N -2.464 -3.413 4.029
H -1.307 -2.419 2.005
H -1.270 -0.804 2.612
H -2.921 -3.692 4.880
H -2.273 -4.106 3.331
C -0.284 -2.874 -0.694
O -0.538 -2.046 0.186
N 0.331 -2.545 -1.858
N -0.600 -4.184 -0.569
H 0.545 -3.206 -2.584
H 0.582 -1.581 -1.988
H -1.057 -4.469 0.279
H -0.404 -4.874 -1.270
C -1.371 -0.686 -5.025
O -1.094 -1.815 -5.392
N -1.600 0.334 -5.895
N -1.472 -0.353 -3.704
H -1.829 1.269 -5.612
H -1.533 0.124 -6.875
H -1.309 -1.088 -3.037
H -1.696 0.566 -3.373
C 3.821 -3.875 -3.707
O 4.180 -4.829 -3.043
N 2.653 -3.870 -4.415
N 4.553 -2.728 -3.802
H 2.337 -3.095 -4.969
H 2.088 -4.700 -4.370
H 5.420 -2.695 -3.294
H 4.276 -1.932 -4.344
C -0.947 5.390 3.937
O -0.287 4.476 4.433
N -1.378 6.445 4.664
N -1.300 5.416 2.622
H -1.917 7.201 4.285
H -1.137 6.459 5.640
H -1.004 4.649 2.047
H -1.838 6.154 2.205

The calculation puts the LUMO energy at -3.28 eV. For the HOMO energy, the calculation gives -0.4281 hartree. The frontier orbital gap is 8.36 eV. Its total charge is +1.



This record from OMol25 describes a cluster of 2 separate species, C6H18N3 in total. The level of theory is the ωB97M-V functional and the def2-TZVPD basis.

Geometry (Å):
C 1.708 -0.610 -1.412
C 2.344 0.309 -2.359
C 1.132 -1.782 -2.255
H 0.773 -0.165 -0.860
H 2.451 -1.242 -0.739
H 1.932 1.388 -2.340
H 3.414 0.472 -2.309
H 0.832 -2.580 -1.619
H 1.915 -2.090 -3.031
H 2.166 0.120 -3.415
H 0.309 -1.573 -2.954
C -0.388 1.778 0.723
C 1.079 2.161 0.919
C -1.604 -0.454 1.222
N -0.812 0.651 1.521
N -2.554 -0.293 0.311
N -1.425 -1.655 1.892
H -1.083 2.537 1.215
H -0.781 1.776 -0.321
H 1.604 1.177 0.586
H 1.464 2.348 1.980
H -0.129 0.396 2.283
H -2.376 0.216 -0.438
H -3.189 -0.884 -0.064
H -0.811 -1.953 2.681
H -2.205 -2.310 1.781
H 1.624 3.038 0.475

The energy relative to the best compared isomer or geometry (same formula, charge and spin) comes out at 71.8 kcal/mol. The calculation puts the LUMO energy at -2.99 eV. For the HOMO energy, the calculation gives -0.5079 hartree. The frontier orbital gap is 10.83 eV. Its total charge is +1.



This record from OMol25 describes a structure of composition C25H61F3N3NbO10PS2. The level of theory is the ωB97M-V functional and the def2-TZVPD basis.

Geometry (Å):
C 3.871 -0.753 -0.938
C 4.061 0.232 -2.234
O 4.091 -0.445 -3.538
C 3.013 -1.432 -3.688
C 1.499 -0.863 -3.428
O 1.278 0.537 -3.818
C -0.143 0.802 -3.455
Nb -0.643 3.002 -3.136
N 0.703 3.488 -4.773
C -2.188 2.589 -1.513
C -2.982 1.160 -1.652
C -2.594 0.183 -0.356
O -3.639 -0.871 -0.274
C 1.018 3.171 -1.568
C 0.982 1.972 -0.423
C 0.701 2.703 1.048
O 1.938 3.412 1.466
C 2.928 2.438 2.018
P -2.538 2.816 -4.893
S -1.810 3.628 -6.550
S -1.035 5.493 -2.878
O -1.924 5.842 -1.635
O -1.783 5.983 -4.177
C 0.536 6.504 -2.738
F 0.362 7.691 -3.643
F 1.773 5.808 -3.160
F 0.778 7.076 -1.374
H 4.534 -1.718 -0.983
H 4.246 -0.137 0.009
H 2.727 -0.952 -0.765
H 3.272 1.117 -2.206
H 5.122 0.765 -2.114
H 3.048 -1.792 -4.825
H 3.185 -2.432 -3.057
H 0.774 -1.515 -4.118
H 1.213 -1.125 -2.324
H -0.843 0.424 -4.344
H -0.486 0.230 -2.480
H 0.681 2.641 -5.417
H 1.695 3.490 -4.405
H -2.991 3.461 -1.569
H -1.740 2.645 -0.415
H -2.850 0.621 -2.688
H -4.142 1.395 -1.510
H -2.557 0.846 0.610
H -1.555 -0.343 -0.469
H -4.528 -0.414 -0.172
H 2.041 3.095 -2.145
H 0.973 4.247 -1.076
H 0.109 1.207 -0.622
H 2.015 1.403 -0.411
H -0.187 3.478 1.001
H 0.431 1.933 1.899
H 3.045 2.694 3.156
H 2.550 1.325 1.875
H 3.929 2.524 1.411
H -2.902 1.445 -5.187
H -3.720 3.529 -4.429
C 5.101 -8.246 -0.510
O 3.728 -8.589 -0.646
C 3.014 -8.559 0.596
C 2.012 -7.393 0.617
N 2.701 -6.101 0.700
C 1.827 -4.948 0.456
C 1.186 -4.827 -0.941
O 2.124 -4.570 -1.989
C 2.751 -5.731 -2.516
H 5.601 -8.460 -1.459
H 5.215 -7.180 -0.300
H 5.581 -8.837 0.276
H 3.686 -8.529 1.461
H 2.450 -9.497 0.651
H 1.347 -7.503 1.480
H 1.409 -7.459 -0.294
H 3.451 -6.081 0.013
H 2.438 -4.056 0.624
H 1.036 -4.934 1.218
H 0.526 -3.952 -0.917
H 0.543 -5.678 -1.189
H 2.101 -6.609 -2.488
H 3.683 -5.925 -1.982
H 3.015 -5.532 -3.559
C -2.747 4.608 6.036
O -2.660 3.268 6.503
C -3.873 2.803 7.111
C -4.539 1.729 6.236
N -5.089 2.310 5.007
C -5.498 1.311 4.012
C -4.397 0.408 3.420
O -3.454 1.104 2.602
C -2.390 1.716 3.319
H -1.743 4.934 5.751
H -3.388 4.669 5.153
H -3.120 5.276 6.818
H -4.563 3.623 7.340
H -3.584 2.341 8.062
H -5.346 1.252 6.802
H -3.783 0.971 6.009
H -4.387 2.911 4.582
H -5.957 1.865 3.188
H -6.287 0.681 4.445
H -4.893 -0.307 2.753
H -3.889 -0.196 4.178
H -2.116 1.159 4.220
H -2.653 2.745 3.569
H -1.516 1.759 2.663

The calculation puts the LUMO energy at 0.73 eV. For the HOMO energy, the calculation gives -0.1659 hartree. The frontier orbital gap is 5.25 eV. Its total charge is -1.



This record from OMol25 describes a structure of composition C48H60N5O2P2Rb. The level of theory is the ωB97M-V functional and the def2-TZVPD basis.

Geometry (Å):
Rb 0.125 -0.107 1.533
C 1.714 3.104 -2.445
C 0.411 3.011 -3.242
C 0.685 3.598 -4.631
P -0.306 1.290 -3.074
C -0.110 0.592 -4.844
C 0.530 -0.769 -4.654
C -1.446 0.545 -5.658
C -2.137 1.464 -2.980
C -2.753 2.569 -3.532
C -4.110 2.770 -3.407
C -4.857 1.801 -2.743
C -4.338 0.676 -2.185
C -2.899 0.528 -2.209
N -2.120 -0.412 -1.623
C -2.718 -1.153 -0.561
C -3.482 -0.667 0.435
C -3.849 -1.488 1.522
C -3.569 -2.844 1.459
C -2.874 -3.380 0.399
C -2.354 -2.555 -0.601
P -1.616 -3.097 -2.181
C -3.084 -3.981 -2.885
C -2.789 -4.758 -4.206
C -4.321 -3.085 -3.127
C -0.344 -4.259 -1.299
C 1.019 -3.634 -1.781
C -0.595 -5.693 -1.778
H 1.967 4.169 -2.284
H 2.551 2.684 -3.048
H 1.571 2.625 -1.457
H -0.386 3.679 -2.799
H 1.639 3.210 -4.987
H 0.804 4.673 -4.538
H -0.157 3.395 -5.315
H 0.603 1.240 -5.477
H -0.150 -1.515 -4.235
H 1.404 -0.775 -3.948
H 0.837 -1.123 -5.640
H -2.130 -0.197 -5.295
H -1.189 0.265 -6.703
H -1.931 1.497 -5.716
H -2.179 3.230 -4.159
H -4.613 3.579 -3.913
H -5.967 1.933 -2.862
H -4.913 -0.053 -1.596
H -3.763 0.374 0.455
H -4.273 -1.053 2.429
H -3.865 -3.473 2.263
H -2.815 -4.500 0.311
H -3.312 -4.689 -2.096
H -2.520 -4.077 -5.082
H -3.698 -5.284 -4.520
H -2.031 -5.550 -4.112
H -4.053 -2.036 -3.159
H -5.028 -3.152 -2.306
H -4.713 -3.249 -4.110
H -0.421 -4.158 -0.235
H 0.986 -3.602 -2.904
H 1.885 -4.364 -1.540
H 1.179 -2.666 -1.344
H -0.308 -5.945 -2.799
H -1.563 -6.100 -1.408
H 0.125 -6.365 -1.239
C -1.276 3.209 2.249
O 0.096 2.643 2.240
C 0.995 3.402 2.946
C 0.750 3.953 4.210
C 1.796 4.472 4.957
C 3.030 4.694 4.371
C 3.304 4.255 3.134
C 2.439 3.350 2.475
N 2.773 2.387 1.593
N 3.995 2.366 1.156
C 4.384 1.233 0.545
C 3.464 0.235 0.024
O 2.220 0.429 -0.116
C 4.113 -1.031 -0.176
C 5.468 -1.221 -0.310
C 6.358 -0.100 -0.224
C 7.727 -0.108 -0.657
C 8.534 0.959 -0.468
C 7.954 2.144 0.073
C 6.614 2.240 0.382
C 5.836 1.122 0.280
H -1.217 4.349 2.383
H -1.895 2.737 3.013
H -1.639 3.025 1.215
H -0.226 3.862 4.709
H 1.591 4.827 5.995
H 3.752 5.211 4.973
H 4.290 4.447 2.701
H 3.405 -1.905 -0.388
H 5.879 -2.164 -0.631
H 8.077 -1.061 -0.982
H 9.617 0.919 -0.744
H 8.572 3.084 0.247
H 6.156 3.142 0.757
N 2.282 -0.177 3.799
N 2.335 -1.437 3.037
H 2.574 0.558 3.208
H 2.890 -0.245 4.611
H 2.692 -2.148 3.697
H 3.021 -1.392 2.298
C -1.619 -0.500 4.657
C -2.384 -0.601 5.825
C -1.843 -0.211 7.106
C -2.532 -0.312 8.294
C -3.849 -0.706 8.269
C -4.468 -1.229 7.042
C -3.762 -1.090 5.859
H -0.552 -0.135 4.771
H -2.132 -0.601 3.694
H -0.788 0.112 7.079
H -2.150 0.008 9.294
H -4.406 -0.666 9.225
H -5.478 -1.535 7.036
H -4.155 -1.493 4.938

The energy relative to the best compared isomer or geometry (same formula, charge and spin) comes out at 75.5 kcal/mol. The calculation puts the LUMO energy (spin up / spin down) at 3.43 / 3.43 eV. For the HOMO energy (spin up / spin down), the calculation gives -0.0077 / -0.0076 hartree. The frontier orbital gap (spin up / spin down) is 3.64 / 3.64 eV. Its total charge is -2.



This record from OMol25 describes the ion C3H6N3O with charge +1. The level of theory is the ωB97M-V functional and the def2-TZVPD basis.

Geometry (Å):
C 2.338 0.953 -0.013
N 0.940 0.755 0.102
C -0.191 0.573 -0.112
C -1.603 1.025 0.066
O -1.712 2.224 0.136
N -2.562 0.087 0.025
N -2.192 -1.269 -0.018
H 2.783 0.068 0.456
H 2.449 1.984 0.388
H 2.689 0.698 -1.029
H -3.507 0.322 0.227
H -1.139 -1.130 -0.200
H -2.568 -1.746 -0.851

The energy relative to the best compared isomer or geometry (same formula, charge and spin) comes out at 68.0 kcal/mol. The calculation puts the LUMO energy at -5.78 eV. For the HOMO energy, the calculation gives -0.5131 hartree. The frontier orbital gap is 8.18 eV. Its total charge is +1. As for the SMILES: C[N+]#CC(=O)NN.



This record from OMol25 describes an isolated molecule of C6H6. The level of theory is the ωB97M-V functional and the def2-TZVPD basis.

Geometry (Å):
C 3.168 0.436 0.179
C 2.250 -0.006 -0.459
C 1.135 -0.870 -0.863
C -0.201 -0.339 -0.529
C -1.290 0.104 -0.256
C -2.611 0.635 0.109
H 3.945 0.643 0.875
H 1.168 -1.220 -1.900
H 1.414 -1.739 -0.258
H -2.589 1.090 1.105
H -2.948 1.400 -0.598
H -3.367 -0.158 0.124

The energy relative to the best compared isomer or geometry (same formula, charge and spin) comes out at 90.5 kcal/mol. The calculation puts the LUMO energy at 0.96 eV. For the HOMO energy, the calculation gives -0.3505 hartree. The frontier orbital gap is 10.49 eV. As for the SMILES: C#CCC#CC.



Which formula does entry 5 have?
C22H14F5N3O4